DFT (ωB97M-V/def2-TZVPD) results for a structure of composition C21H36N8O8P3SZr.

The value obtained for the LUMO energy is -0.30083 Eh. Its net charge is +3. For the energy relative to the best compared isomer or geometry (same formula, charge and spin), the calculation gives 23.0 kcal/mol. The largest force on an atom is 2.49 eV/A.

Atoms and positions in Å:
Zr (-0.133178, 0.244800, -0.531678)
N (-2.227478, -0.488500, 3.395622)
C (-1.287578, -0.382500, 4.444822)
C (-1.707478, 0.011600, 5.703822)
C (-0.785378, 0.129600, 6.736022)
C (0.553022, -0.112300, 6.493922)
C (0.984222, -0.468000, 5.221622)
C (0.061022, -0.625300, 4.206422)
S (0.583022, -1.153700, 2.560222)
N (-0.693678, -0.596700, 1.595022)
C (-1.888478, -0.433600, 2.086222)
C (-2.952878, -0.149900, 1.100322)
C (-4.301678, -0.412700, 1.348822)
C (-5.241378, -0.112400, 0.374422)
C (-4.801078, 0.458800, -0.809678)
C (-3.439778, 0.669000, -0.986378)
N (-2.519778, 0.348600, -0.074778)
H (-3.181478, -0.277000, 3.659222)
H (-2.750678, 0.215400, 5.885322)
H (-1.120478, 0.409400, 7.721022)
H (1.272922, -0.037400, 7.290822)
H (2.026322, -0.658900, 5.025122)
H (-4.629578, -0.865600, 2.270522)
H (-6.289678, -0.320900, 0.534822)
H (-5.495078, 0.724800, -1.589378)
H (-3.068178, 1.098100, -1.906978)
C (4.190422, -1.346200, -1.535778)
N (4.234422, -0.389400, -0.442078)
C (5.542322, 0.073300, -0.006078)
C (3.081422, -0.001500, 0.130522)
N (1.923322, -0.571300, -0.054878)
N (3.161022, 1.081000, 0.994922)
C (2.103922, 1.790800, 1.511922)
N (2.452422, 2.724600, 2.415922)
N (0.885722, 1.563000, 1.127922)
H (5.101622, -1.256600, -2.125078)
H (3.338622, -1.130200, -2.185478)
H (4.118622, -2.371900, -1.165878)
H (6.305222, -0.575000, -0.432878)
H (5.647922, 0.002600, 1.077122)
H (5.753222, 1.095800, -0.332578)
H (1.995322, -1.450100, -0.568378)
H (4.087522, 1.425300, 1.211222)
H (3.405122, 2.869100, 2.704822)
H (1.761222, 3.303500, 2.862522)
H (0.229922, 2.194900, 1.592722)
C (-1.160478, 3.009100, -4.163478)
C (0.101522, 2.440600, -3.564078)
O (1.302022, 2.772800, -4.234978)
P (0.357222, 2.947700, -1.812278)
O (1.858522, 2.596800, -1.426578)
O (0.259222, 4.484100, -1.574378)
O (-0.601578, 2.241300, -0.903678)
P (0.044622, 0.598600, -3.304778)
O (0.091022, -0.179300, -4.672378)
O (1.229422, 0.303200, -2.389678)
O (-1.195978, 0.223800, -2.551178)
H (-1.138678, 4.098000, -4.174278)
H (-2.007578, 2.693800, -3.556478)
H (-1.305278, 2.644500, -5.181278)
H (1.125022, 3.292000, -5.035178)
H (2.223522, 1.856500, -1.941678)
H (0.937522, 5.061700, -1.937678)
H (0.874922, -0.116900, -5.220978)
C (-1.744678, -3.903700, 0.091622)
P (-1.135578, -2.969500, -1.343978)
C (-0.015778, -4.014500, -2.316078)
C (-2.558078, -2.481300, -2.366078)
O (-0.344278, -1.751700, -0.859878)
H (-2.356578, -4.734300, -0.244778)
H (-2.343878, -3.256900, 0.729222)
H (-0.907078, -4.302600, 0.659422)
H (-0.511578, -4.912000, -2.670078)
H (0.821022, -4.304900, -1.686178)
H (0.348422, -3.438500, -3.164278)
H (-2.903278, -3.334600, -2.941778)
H (-2.254978, -1.681400, -3.039578)
H (-3.373578, -2.128800, -1.738378)

Atomic forces in eV per Å
Zr 0.459 -1.186 2.142
N -0.078 -0.167 -0.721
C 0.516 0.031 0.395
C 0.116 -0.064 -0.080
C -0.058 -0.033 -0.164
C 0.117 -0.051 -0.034
C -0.153 -0.031 -0.105
C -0.258 -0.032 -0.727
S 0.229 -0.387 1.247
N -0.632 0.609 0.087
C 0.210 -0.056 0.373
C -0.777 -0.031 -0.125
C 0.533 0.154 -0.052
C 0.174 0.097 -0.291
C 0.134 -0.063 0.288
C -0.228 0.189 -0.267
N 0.001 -0.301 0.352
H 0.138 -0.038 -0.198
H -0.206 0.028 0.041
H -0.038 0.035 0.111
H 0.093 0.042 0.141
H 0.205 -0.014 0.025
H 0.055 -0.046 0.149
H -0.030 0.003 0.031
H -0.041 0.075 -0.111
H -0.050 -0.076 0.118
C -0.158 -0.322 -0.217
N -0.576 0.127 0.112
C 0.344 0.208 0.225
C 0.370 0.126 0.343
N -0.254 -0.445 -0.396
N 0.431 -0.032 -0.178
C -0.276 -0.114 0.203
N 0.014 0.008 -0.031
N -0.114 0.364 -0.091
H -0.083 0.016 0.075
H 0.117 -0.037 0.048
H 0.037 -0.035 -0.038
H -0.097 0.052 0.035
H -0.001 -0.010 0.036
H -0.040 -0.038 -0.022
H 0.161 0.356 0.065
H -0.198 -0.047 -0.121
H -0.009 -0.060 0.016
H -0.041 -0.035 -0.074
H 0.199 -0.174 -0.138
C -0.240 0.018 0.101
C 0.220 -0.407 0.279
O 0.039 -0.033 -0.162
P 1.492 1.330 -0.108
O -0.187 0.647 -0.305
O -0.614 -0.291 0.003
O -0.582 0.756 -0.372
P 0.402 -0.034 -1.718
O -0.459 0.263 0.519
O -0.277 0.027 -0.002
O -0.128 0.072 0.117
H 0.040 0.053 -0.023
H -0.165 0.055 -0.097
H 0.021 -0.034 0.012
H -0.053 -0.104 0.165
H -0.045 -0.033 -0.092
H 0.266 0.163 -0.118
H 0.396 0.090 -0.273
C 0.322 0.308 -0.570
P -0.669 -1.087 -0.280
C -0.402 0.465 0.402
C 0.561 -0.157 0.280
O -0.009 -0.285 -0.190
H -0.137 -0.135 -0.104
H -0.020 0.085 0.005
H 0.097 0.052 0.052
H -0.149 -0.104 -0.059
H 0.099 -0.019 0.076
H 0.009 0.020 -0.090
H -0.048 -0.177 -0.039
H -0.015 -0.120 0.005
H -0.020 0.021 0.111

Atomic partial charges in e from the Mulliken method, atoms 1 to 8:
1. Zr -0.65
2. N 0.00
3. C 0.00
4. C -0.66
5. C -0.72
6. C -0.74
7. C -0.72
8. C 0.84

DFT (ωB97M-V/def2-TZVPD) results for the molecule C3H6N2O.

Its SMILES is C=N/N=C\OC. The value obtained for the LUMO energy is 0.03628 Eh. Its net charge is 0. For the energy relative to the best compared isomer or geometry (same formula, charge and spin), the calculation gives 107.9 kcal/mol. The largest force on an atom is 3.88 eV/A.

Atoms and positions in Å:
C (1.305225, -1.095330, -0.494133)
C (-1.100260, -1.103253, 0.144066)
C (-0.545600, 2.152220, 0.261168)
H (1.609784, -0.621691, 0.374021)
H (1.925033, -2.083883, -0.445551)
H (1.469725, -0.301436, -1.162717)
H (-1.762489, -1.847275, 0.686864)
H (0.461069, 2.869068, 0.305020)
H (-1.480102, 2.515370, 0.826619)
N (-1.567989, 0.116780, 0.139936)
N (-0.330193, 1.025476, -0.311556)
O (0.015799, -1.626047, -0.323737)

Atomic forces in eV per Å
C 1.314 -2.999 1.222
C -1.766 1.682 0.854
C 2.523 1.347 0.230
H 0.366 0.908 2.311
H -0.630 2.084 -1.163
H -0.118 0.071 -1.970
H 0.809 0.669 -1.129
H -2.932 -1.536 -0.442
H 1.419 -0.950 -0.893
N 3.328 -0.657 -0.917
N -3.254 0.329 2.093
O -1.060 -0.947 -0.197

Atomic partial charges in e from the Mulliken method, atoms 1 to 8:
1. C -0.72
2. C 0.15
3. C -0.28
4. H 0.38
5. H 0.24
6. H 0.37
7. H 0.32
8. H 0.21

Q: Among the records above, which one has the highest largest force on an atom?
A: C3H6N2O

Q: Which of these has the lowest LUMO energy?
A: C21H36N8O8P3SZr